1.
The following is a quantum chemistry calculation of 2 unconnected molecules or ions with the total composition C5H4F5NO, from the Open Molecules 2025 dataset.

Summary:
HOMO-LUMO gap (alpha / beta): 6.720 / 9.749 eV
ΔE to the lowest compared entry with this formula, charge and spin: 62.2 kcal per mole
Charge: 0

CARTESIAN COORDINATES (ANGSTROEM)
1 C -0.64 0.06 -0.83
2 C -0.67 -0.84 0.37
3 C 0.67 0.90 0.60
4 C 1.55 1.90 1.28
5 C 2.68 -0.46 -1.06
6 N 0.16 1.06 -0.61
7 O 0.21 -0.17 1.26
8 F 2.60 1.31 1.89
9 F 0.86 2.54 2.26
10 F 1.75 -1.30 -1.55
11 F 3.12 0.33 -2.04
12 F 3.69 -1.17 -0.55
13 H -1.18 -0.08 -1.74
14 H -1.66 -0.94 0.83
15 H -0.28 -1.85 0.16
16 H 1.92 2.65 0.57

Mulliken atomic charge list, values in e, 2 entries: C -0.16; C -0.23



2.
The following is a quantum chemistry calculation of a molecular structure, C5H4IO3, from the Open Molecules 2025 dataset.

Summary:
HOMO-LUMO gap: 7.026 eV
ΔE to the lowest compared entry with this formula, charge and spin: 1.8 kcal per mole
Charge: -1

CARTESIAN COORDINATES (ANGSTROEM)
1 C -2.22 0.11 -0.65
2 C -2.22 0.62 0.60
3 C 1.27 -0.47 0.42
4 C -0.89 -0.34 -0.96
5 C -0.14 -0.06 0.17
6 O 1.99 0.36 1.13
7 O 1.73 -1.34 -0.23
8 O -0.93 0.54 1.10
9 I 4.75 -0.04 -0.20
10 H -2.99 0.01 -1.49
11 H -2.92 1.28 1.01
12 H -0.45 -0.79 -1.84
13 H 3.02 0.13 0.92

Mulliken atomic charge list, values in e, 2 entries: C -0.24; C -0.56



Which of these has the lowest ΔE to the lowest compared entry with this formula, charge and spin? C5H4IO3



Which value of ΔE to the lowest compared entry with this formula, charge and spin does entry 1 give? 62.2 kcal per mole



Look up the ΔE to the lowest compared entry with this formula, charge and spin of the first one. 62.2 kcal per mole



Copy entry 1 word for word.
The following is a quantum chemistry calculation of 2 unconnected molecules or ions with the total composition C5H4F5NO, from the Open Molecules 2025 dataset.

Summary:
HOMO-LUMO gap (alpha / beta): 6.720 / 9.749 eV
ΔE to the lowest compared entry with this formula, charge and spin: 62.2 kcal per mole
Charge: 0

CARTESIAN COORDINATES (ANGSTROEM)
1 C -0.64 0.06 -0.83
2 C -0.67 -0.84 0.37
3 C 0.67 0.90 0.60
4 C 1.55 1.90 1.28
5 C 2.68 -0.46 -1.06
6 N 0.16 1.06 -0.61
7 O 0.21 -0.17 1.26
8 F 2.60 1.31 1.89
9 F 0.86 2.54 2.26
10 F 1.75 -1.30 -1.55
11 F 3.12 0.33 -2.04
12 F 3.69 -1.17 -0.55
13 H -1.18 -0.08 -1.74
14 H -1.66 -0.94 0.83
15 H -0.28 -1.85 0.16
16 H 1.92 2.65 0.57

Mulliken atomic charge list, values in e, 2 entries: C -0.16; C -0.23